ORCA calculation (ωB97M-V/def2-TZVPD) on 4 unconnected molecules or ions with the total composition C39H36BNO10.

Atoms and positions in Å:
C (2.878, -2.663, 0.215)
O (3.637, -2.875, -0.969)
C (2.825, -3.111, -2.113)
C (3.138, -2.091, -3.238)
C (3.516, -0.688, -2.732)
C (2.419, 0.061, -1.919)
C (0.964, -0.358, -2.270)
C (0.043, 0.796, -1.787)
C (-1.412, 0.390, -1.690)
C (-2.061, 0.337, -0.468)
C (-3.377, -0.046, -0.314)
B (-4.121, -0.142, 1.084)
N (-3.585, -1.037, 2.091)
O (-5.275, 0.562, 1.369)
C (-4.100, -0.409, -1.443)
C (-3.485, -0.380, -2.667)
C (-2.163, 0.017, -2.797)
C (-1.564, -0.010, -4.190)
O (-0.837, 0.867, -4.625)
C (-1.987, -1.211, -5.009)
C (-1.110, -1.866, -5.840)
C (-1.581, -2.967, -6.519)
C (-2.878, -3.393, -6.351)
C (-3.762, -2.725, -5.536)
C (-3.294, -1.621, -4.866)
C (-4.177, -0.804, -3.946)
O (-5.318, -0.485, -4.218)
H (2.588, -3.626, 0.670)
H (3.534, -2.160, 0.931)
H (1.961, -2.086, 0.039)
H (1.759, -3.182, -1.873)
H (3.131, -4.097, -2.497)
H (2.343, -2.055, -3.990)
H (4.030, -2.478, -3.753)
H (3.769, -0.036, -3.580)
H (4.416, -0.763, -2.116)
H (2.503, 1.136, -2.119)
H (2.554, -0.121, -0.847)
H (0.904, -0.496, -3.352)
H (0.675, -1.270, -1.738)
H (0.170, 1.614, -2.503)
H (0.351, 1.115, -0.784)
H (-1.456, 0.599, 0.402)
H (-4.250, -1.746, 2.390)
H (-2.779, -1.558, 1.758)
H (-5.998, -0.029, 1.617)
H (-5.140, -0.720, -1.373)
H (-0.097, -1.480, -5.908)
H (-0.917, -3.500, -7.194)
H (-3.166, -4.286, -6.899)
H (-4.781, -3.077, -5.411)
C (7.888, 0.072, 1.510)
C (6.830, -0.729, 1.428)
C (5.833, -0.799, 2.524)
O (4.869, -1.532, 2.446)
C (6.057, 0.058, 3.712)
C (7.115, 0.859, 3.796)
C (8.113, 0.929, 2.701)
O (9.078, 1.661, 2.774)
H (8.629, 0.138, 0.723)
H (6.646, -1.362, 0.568)
H (5.318, -0.006, 4.498)
H (7.297, 1.490, 4.653)
C (-9.114, 0.860, 2.773)
C (-9.959, 1.203, 3.741)
C (-10.689, 0.176, 4.525)
O (-11.461, 0.486, 5.405)
C (-10.438, -1.248, 4.188)
C (-9.593, -1.590, 3.220)
C (-8.865, -0.562, 2.439)
O (-8.090, -0.873, 1.555)
H (-8.572, 1.594, 2.190)
H (-10.154, 2.236, 4.001)
H (-10.979, -1.982, 4.771)
H (-9.397, -2.622, 2.958)
C (5.345, 5.272, 2.389)
C (5.268, 4.045, 2.898)
C (5.268, 3.819, 4.363)
O (5.201, 2.698, 4.826)
C (5.355, 5.011, 5.241)
C (5.431, 6.238, 4.734)
C (5.431, 6.466, 3.267)
O (5.498, 7.583, 2.804)
H (5.347, 5.458, 1.323)
H (5.204, 3.162, 2.274)
H (5.353, 4.824, 6.307)
H (5.495, 7.120, 5.358)

The orbital gap comes out at 0.273 Ha. The HOMO energy is -9.3 eV. As for the SMILES: COCCCCCCc1cc(B(N)O)cc2c1C(=O)c1ccccc1C2=O.O=C1C=CC(=O)C=C1.O=C1C=CC(=O)C=C1.O=C1C=CC(=O)C=C1. The calculation puts the energy at -2339.7102 hartree. The charge is 0.